No. 1
C27H31Cl2N2O2Rh as an isolated structure. Source: the OMol25 dataset; level of theory: ωB97M-V with the def2-TZVPD basis set.

Its HOMO energy (alpha / beta) is -0.2770 / -0.2806 hartree. For the LUMO energy (alpha / beta), the calculation gives 0.622 / -0.267 eV. The value obtained for the energy relative to the best compared isomer or geometry (same formula, charge and spin) is 36.4 kJ/mol. As for the gap between HOMO and LUMO (alpha / beta): 8.161 / 7.367 eV. The expectation value of S² is 6.0219. The largest force on an atom comes out at 0.008 hartree/bohr. As for the spin multiplicity: 5.

XYZ file:
```
65
C27H31Cl2N2O2Rh ωB97M-V with the def2-TZVPD basis set
Rh 0.289 -0.324 -0.040
C -2.927 2.102 2.358
C -2.408 0.758 1.936
C -1.243 0.242 2.476
C -0.718 -0.992 2.052
C 0.449 -1.619 2.772
C -1.400 -1.679 1.029
C -2.580 -1.160 0.459
C -3.236 -1.865 -0.693
C -3.074 0.037 0.938
H -4.006 2.080 2.513
H -2.723 2.842 1.580
H -2.455 2.441 3.280
H -0.710 0.800 3.238
H 0.102 -2.124 3.677
H 1.179 -0.866 3.069
H 0.952 -2.362 2.152
H -1.064 -2.667 0.726
H -4.270 -1.542 -0.817
H -3.219 -2.949 -0.570
H -2.698 -1.622 -1.614
H -3.979 0.445 0.502
C 1.372 3.517 1.301
C 1.858 2.559 0.209
C 3.357 2.274 0.359
C 1.561 3.132 -1.185
N 1.150 1.328 0.321
H 1.902 4.469 1.230
H 1.551 3.096 2.291
H 0.303 3.709 1.192
H 3.928 3.196 0.227
H 3.680 1.552 -0.391
H 3.577 1.873 1.349
H 2.051 4.102 -1.303
H 0.489 3.259 -1.332
H 1.931 2.461 -1.961
Cl -2.486 3.035 -1.464
C -3.811 2.050 -1.990
C -4.986 2.150 -1.256
C -6.050 1.305 -1.514
C -5.933 0.347 -2.509
C -4.775 0.286 -3.258
Cl -4.650 -0.937 -4.485
C -3.684 1.145 -3.058
N -2.571 0.992 -3.878
C -1.667 1.981 -4.268
C -2.128 3.257 -4.582
C -1.252 4.241 -5.000
C 0.098 3.959 -5.139
C 0.550 2.679 -4.856
C -0.305 1.675 -4.418
C 0.265 0.312 -4.104
C 0.275 -0.010 -2.617
O 1.254 -0.618 -2.102
O -0.722 0.335 -1.929
H -5.034 2.880 -0.460
H -6.958 1.382 -0.932
H -6.735 -0.346 -2.722
H -2.210 0.053 -3.884
H -3.185 3.472 -4.485
H -1.631 5.230 -5.227
H 0.790 4.720 -5.474
H 1.603 2.445 -4.971
H 1.284 0.237 -4.481
H -0.294 -0.488 -4.605
```

Atom charges from the Löwdin analysis, given in e for atoms 1 to 6: 1.013, -0.043, -0.259, -0.034, -0.370, -0.061

=====

No. 2
C27H31IN6O2Ru as an isolated structure. Source: the OMol25 dataset; level of theory: ωB97M-V with the def2-TZVPD basis set.

Its HOMO energy (alpha / beta) is -0.6598 / -0.6561 hartree. For the LUMO energy (alpha / beta), the calculation gives -12.811 / -15.238 eV. As for the gap between HOMO and LUMO (alpha / beta): 5.144 / 2.616 eV. The expectation value of S² is 6.0464. The largest force on an atom comes out at 0.110 hartree/bohr. As for the spin multiplicity: 5. The net charge is +4.

XYZ file:
```
68
C27H31IN6O2Ru ωB97M-V with the def2-TZVPD basis set
Ru -0.946 -10.942 -14.245
C -5.698 -12.149 -19.425
C -4.924 -11.967 -18.142
C -5.281 -12.690 -16.976
C -4.503 -12.680 -15.830
C -4.940 -13.502 -14.813
N -4.278 -13.789 -13.660
C -4.600 -15.078 -12.956
C -4.436 -15.049 -11.382
C -3.285 -14.092 -10.886
N -3.843 -12.790 -10.708
C -3.411 -11.770 -9.961
C -2.178 -10.971 -10.060
C -1.833 -10.374 -8.825
C -0.586 -9.806 -8.612
C 0.013 -9.529 -7.256
C 0.289 -9.570 -9.689
C -0.089 -9.969 -11.038
C 0.725 -9.533 -12.120
N 0.556 -9.882 -13.409
C 1.704 -9.473 -14.231
C 1.559 -9.519 -15.735
C 0.222 -9.177 -16.367
N -0.902 -10.130 -16.010
C -1.662 -10.490 -17.017
C -2.910 -11.172 -16.939
C -3.748 -11.187 -18.110
C -3.338 -11.859 -15.740
O -2.513 -12.107 -14.765
C -1.236 -10.909 -11.211
O -1.378 -11.607 -12.316
H -6.074 -13.150 -19.555
H -5.103 -11.945 -20.325
H -6.672 -11.513 -19.493
H -6.255 -13.152 -16.873
H -5.826 -14.097 -14.954
H -3.324 -13.332 -13.508
H -3.947 -15.931 -13.393
H -5.662 -15.234 -13.218
H -4.205 -16.085 -11.023
H -5.435 -14.884 -10.947
H -2.518 -14.004 -11.620
H -2.864 -14.485 -9.917
H -4.815 -12.662 -11.124
H -3.956 -11.645 -9.003
H -2.592 -10.512 -7.990
H -0.071 -10.389 -6.625
H -0.483 -8.729 -6.721
H 1.084 -9.332 -7.472
H 1.183 -8.959 -9.532
H 1.479 -8.823 -11.894
H 2.599 -10.132 -13.939
H 1.929 -8.435 -13.970
H 1.792 -10.525 -16.179
H 2.239 -8.814 -16.122
H 0.311 -9.223 -17.518
H -0.020 -8.094 -16.169
H -1.273 -10.290 -18.059
H -3.567 -10.635 -19.058
I 1.601 -16.457 -15.646
C 1.053 -14.808 -14.623
C 1.192 -14.441 -13.285
N 0.651 -13.243 -13.153
N 0.167 -12.773 -14.354
C 0.417 -13.688 -15.254
H 1.652 -14.877 -12.359
H 0.190 -12.860 -12.310
H 0.254 -13.613 -16.311
```

Atom charges from the Löwdin analysis, given in e for atoms 1 to 6: 1.502, 0.022, -0.132, 0.127, -0.105, 0.073

=====

No. 3
A 2-piece molecular cluster, C27H31N2 overall. Source: the OMol25 dataset; level of theory: ωB97M-V with the def2-TZVPD basis set.

Its HOMO energy is -0.3761 hartree. For the LUMO energy, the calculation gives -5.577 eV. The value obtained for the energy relative to the best compared isomer or geometry (same formula, charge and spin) is 149.4 kJ/mol. As for the gap between HOMO and LUMO: 4.656 eV. The largest force on an atom comes out at 0.062 hartree/bohr. The net charge is +1.

XYZ file:
```
60
C27H31N2 ωB97M-V with the def2-TZVPD basis set
C 1.364 -3.251 0.823
C -0.059 -3.399 0.458
C -0.653 -3.225 -0.784
C -2.093 -3.248 -0.854
C -2.930 -3.369 0.376
C -2.722 -3.120 -2.069
C -2.014 -2.962 -3.254
C -2.736 -2.855 -4.548
C -0.625 -2.912 -3.199
C 0.074 -3.029 -2.017
C 1.562 -2.996 -2.091
H 1.504 -3.315 1.905
H 1.982 -4.032 0.377
H 1.745 -2.276 0.516
H -0.715 -3.658 1.272
H -3.994 -3.309 0.138
H -2.761 -4.324 0.877
H -2.707 -2.563 1.077
H -3.798 -3.140 -2.110
H -2.041 -2.759 -5.384
H -3.347 -3.742 -4.721
H -3.391 -1.982 -4.553
H -0.081 -2.789 -4.119
H 1.909 -2.871 -3.118
H 1.970 -2.162 -1.520
H 1.993 -3.928 -1.724
C 1.219 5.060 3.907
C 0.267 4.068 4.009
C 0.448 2.868 3.353
C 1.582 2.644 2.589
C 1.811 1.330 1.915
N 1.992 1.457 0.460
C 3.220 1.067 -0.228
C 2.719 0.942 -1.676
N 1.337 1.199 -1.679
C 0.929 1.479 -0.475
C -0.465 1.811 -0.125
C -1.350 0.828 0.315
C -2.643 1.155 0.657
C -3.076 2.463 0.556
C -2.214 3.447 0.112
C -0.920 3.124 -0.226
C 2.526 3.653 2.487
C 2.347 4.855 3.140
H 1.083 5.995 4.425
H -0.615 4.228 4.608
H -0.294 2.094 3.437
H 2.698 0.854 2.340
H 0.976 0.650 2.101
H 3.985 1.838 -0.103
H 3.599 0.124 0.176
H 3.216 1.660 -2.340
H 2.906 -0.057 -2.088
H -1.012 -0.192 0.369
H -3.320 0.390 1.003
H -4.085 2.719 0.828
H -2.555 4.467 0.029
H -0.242 3.882 -0.578
H 3.407 3.486 1.893
H 3.093 5.629 3.058
```

Atom charges from the Löwdin analysis, given in e for atoms 1 to 6: -0.037, 0.068, -0.114, -0.166, -0.027, 0.025

=====

Which formula does entry 3 have?
C27H31N2

=====

Number 2 is which compound?
C27H31IN6O2Ru